(1)
{"formula": "C48H83FN4O25PS", "method": "ωB97M-V/def2-TZVPD", "elements": ["C", "C", "P", "C", "C", "N", "C", "S", "C", "F", "N", "C", "O", "C", "C", "O", "C", "C", "C", "C", "C", "N", "C", "O", "C", "C", "N", "C", "C", "C", "O", "H", "H", "H", "H", "H", "H", "H", "H", "H", "H", "H", "H", "H", "H", "H", "H", "H", "H", "H", "H", "H", "H", "H", "H", "H", "H", "H", "H", "H", "H", "H", "H", "H", "H", "H", "H", "H", "H", "H", "H", "H", "C", "C", "C", "O", "C", "O", "O", "H", "H", "H", "H", "H", "H", "C", "C", "C", "O", "C", "O", "O", "H", "H", "H", "H", "H", "H", "C", "C", "C", "O", "C", "O", "O", "H", "H", "H", "H", "H", "H", "C", "C", "C", "O", "C", "O", "O", "H", "H", "H", "H", "H", "H", "C", "C", "C", "O", "C", "O", "O", "H", "H", "H", "H", "H", "H", "C", "C", "C", "O", "C", "O", "O", "H", "H", "H", "H", "H", "H", "C", "C", "C", "O", "C", "O", "O", "H", "H", "H", "H", "H", "H"], "coordinates": [[-2.420810, 0.771577, 0.370108], [-1.116370, 0.646925, -0.669447], [-1.234046, -0.903908, -1.758043], [-2.707169, -0.905848, -2.956116], [-4.164213, -0.630782, -2.189771], [0.325972, -1.317622, -2.563823], [0.419243, -0.689513, -3.941229], [-0.071841, 1.158187, -3.958485], [1.824309, -0.987948, -4.741091], [2.245299, 0.241562, -5.515774], [2.925255, -1.595900, -3.918718], [3.108835, -3.071126, -4.111346], [2.271979, -3.926348, -3.205025], [2.624501, -5.346504, -3.359447], [4.051648, -6.050994, -2.965579], [1.656472, -6.168590, -3.834170], [2.987070, -1.118900, -2.495826], [3.413628, 0.499059, -2.537699], [4.216801, -1.867165, -1.721807], [4.843337, -1.141718, -0.413791], [4.485478, -1.690175, 1.126333], [5.764628, -0.085533, -0.413226], [1.542673, -1.147792, -1.687051], [1.493249, -2.281608, -0.704129], [1.138941, -1.800009, 0.637771], [1.316627, -3.101161, 1.673882], [0.145610, -3.021181, 2.661330], [-0.884329, -4.097256, 2.397904], [-2.299862, -3.565310, 1.763194], [-2.906257, -2.209096, 2.459275], [-2.214663, -3.403892, 0.273656], [-1.990439, 1.023600, 1.450058], [-3.018405, -0.230562, 0.474380], [-3.118802, 1.682530, 0.086165], [-0.169655, 0.725106, 0.016355], [-1.158129, 1.638192, -1.321284], [-2.633404, -0.176666, -3.868098], [-2.803530, -2.016325, -3.383160], [-4.180194, 0.519430, -1.956467], [-4.197752, -1.175954, -1.131095], [-5.081895, -1.017461, -2.807009], [0.244581, -2.364956, -2.743359], [-0.457161, -1.203052, -4.571217], [0.583714, 1.725636, -2.836007], [1.542883, -1.761486, -5.607379], [2.819755, -3.462394, -5.203330], [4.232572, -3.456347, -3.981925], [4.254755, -6.136725, -1.805837], [4.146606, -7.130155, -3.464580], [4.980353, -5.441241, -3.401867], [4.491347, 0.601921, -3.030601], [3.392362, 0.988051, -1.448233], [2.695862, 1.152959, -3.183279], [5.106902, -1.980835, -2.509881], [3.951174, -2.990242, -1.416129], [5.553238, -1.876709, 1.626586], [3.862825, -0.922708, 1.751667], [4.001284, -2.748334, 1.008599], [5.943496, 0.155676, -1.412384], [1.523093, -0.173334, -1.026657], [1.813244, -0.889228, 1.011111], [0.031050, -1.451886, 0.772406], [2.292553, -2.975799, 2.341874], [1.379584, -4.119133, 1.100735], [0.478111, -3.003680, 3.650385], [-0.512614, -4.991857, 1.741385], [-1.154659, -4.564804, 3.462484], [-3.124962, -4.413511, 1.919540], [-3.335880, -2.358147, 3.542520], [-2.123865, -1.338555, 2.421359], [-3.830092, -1.841135, 1.798556], [-3.151570, -3.264002, -0.092987], [-6.432438, -3.701007, 7.007069], [-7.020072, -4.035216, 5.651243], [-6.302956, -5.146611, 4.950275], [-6.556102, -4.862449, 3.587381], [-6.708186, -3.503391, 3.506657], [-6.707850, -2.872785, 2.463104], [-6.855501, -2.953280, 4.748755], [-6.936476, -2.830279, 7.439056], [-6.529428, -4.542523, 7.699208], [-5.372576, -3.436638, 6.921238], [-8.094998, -4.238980, 5.741940], [-6.688707, -6.133528, 5.222688], [-5.218542, -5.132331, 5.107854], [-8.079704, 1.514654, 1.285140], [-7.294846, 2.028566, 0.095533], [-6.359487, 1.013057, -0.482964], [-5.357476, 1.820345, -1.071665], [-5.319615, 2.973871, -0.333677], [-4.427530, 3.802459, -0.399198], [-6.410077, 3.066862, 0.484480], [-8.683100, 2.317230, 1.721743], [-8.742480, 0.693290, 0.997560], [-7.408137, 1.163945, 2.076700], [-7.976358, 2.432468, -0.664478], [-6.840437, 0.377261, -1.232278], [-5.886505, 0.376479, 0.273371], [-3.297581, 4.849719, -4.193392], [-2.602624, 4.591209, -5.514558], [-1.751972, 5.734711, -5.972385], [-1.748679, 5.570090, -7.377802], [-2.935626, 4.961380, -7.689745], [-3.384974, 4.870318, -8.819551], [-3.546046, 4.476288, -6.567602], [-3.970360, 4.022086, -3.945950], [-2.573917, 4.969100, -3.381806], [-3.918602, 5.750890, -4.246185], [-2.032572, 3.654151, -5.467928], [-0.735372, 5.689671, -5.570493], [-2.182250, 6.716178, -5.743103], [6.360211, 2.686621, -8.027643], [5.601175, 2.190529, -6.813959], [5.734178, 3.086918, -5.622486], [5.538707, 2.192610, -4.543452], [5.971313, 0.969466, -4.983285], [6.171935, 0.010106, -4.257996], [6.150248, 0.972298, -6.337947], [6.300762, 1.956615, -8.841518], [5.960552, 3.641293, -8.381882], [7.424497, 2.813625, -7.800200], [4.549234, 2.009497, -7.070595], [4.985226, 3.884384, -5.610699], [6.730333, 3.532596, -5.522332], [3.659310, 3.725140, 4.368332], [3.542221, 2.706534, 3.252982], [3.228631, 3.315865, 1.922121], [2.567449, 2.260356, 1.250520], [1.961239, 1.513081, 2.225595], [1.114519, 0.662069, 2.012266], [2.429430, 1.852443, 3.463644], [3.804349, 3.224203, 5.331069], [4.498023, 4.406065, 4.196536], [2.740428, 4.314995, 4.459385], [4.444225, 2.082139, 3.211384], [4.126853, 3.623915, 1.378683], [2.540855, 4.166790, 1.984375], [-7.708265, 2.375644, 8.064337], [-6.922674, 1.120368, 8.384337], [-6.662131, 0.260828, 7.186789], [-6.532635, -1.027607, 7.757294], [-7.305422, -1.019441, 8.888406], [-7.623076, -2.018688, 9.510714], [-7.673128, 0.254094, 9.220126], [-7.944642, 2.924111, 8.982023], [-7.146834, 3.034682, 7.395699], [-8.666280, 2.129732, 7.592854], [-5.993718, 1.376343, 8.910389], [-5.750059, 0.546825, 6.654482], [-7.496708, 0.239198, 6.476861], [10.923537, 0.884408, 0.277504], [10.345656, 1.107625, 1.660074], [8.963130, 0.557086, 1.822368], [8.423676, 1.379718, 2.839509], [9.059784, 2.587643, 2.725643], [8.694765, 3.611195, 3.278608], [10.151018, 2.490486, 1.909002], [11.896772, 1.377415, 0.184815], [11.048281, -0.181909, 0.067694], [10.278392, 1.321268, -0.492890], [11.029845, 0.719531, 2.425896], [8.962178, -0.493731, 2.127003], [8.342458, 0.668453, 0.926070]], "forces_ev_per_a": [[0.24, 0.12, 0.77], [-0.40, 2.90, -0.11], [-2.80, -1.04, 3.48], [-1.29, -0.52, -1.84], [1.12, 0.33, 1.11], [0.86, -0.11, -2.32], [0.06, 0.86, -1.94], [0.69, -0.65, 0.95], [-0.11, -1.14, -1.46], [-0.69, -2.76, 2.18], [-1.89, -1.01, -0.13], [1.21, -1.68, -1.60], [1.67, -1.77, -0.90], [-5.03, -4.59, -2.22], [1.17, 0.50, -0.47], [6.19, 5.74, 3.16], [0.73, 2.21, 0.62], [0.25, 0.36, -0.03], [0.93, -1.30, 0.01], [2.50, 3.30, 1.50], [1.44, -0.63, -1.40], [-4.15, -4.85, -1.12], [2.05, -0.80, 3.08], [-0.30, 2.81, -1.07], [0.25, -0.66, 2.08], [0.29, 1.39, 0.87], [0.67, -1.65, -1.21], [-1.22, -0.39, 1.12], [-1.58, -0.47, 0.35], [-0.29, 0.41, -0.90], [-1.29, 0.23, 1.31], [-0.83, -0.64, -2.36], [1.18, 2.02, -0.32], [1.55, -2.12, 0.32], [-1.64, -0.60, -1.56], [0.21, -1.97, 1.37], [-0.17, -1.27, 1.68], [0.60, 2.30, 0.90], [-0.27, -2.60, -0.73], [0.16, 0.99, -2.34], [2.03, 0.91, 0.93], [0.34, 1.15, 0.61], [1.96, 1.31, 1.36], [-0.47, -1.12, -1.27], [0.84, 1.82, 1.96], [0.52, 1.57, 2.18], [-2.37, 1.47, -0.02], [-0.83, 0.31, -2.35], [-0.76, 2.55, 1.17], [-2.12, -1.10, 0.95], [-2.51, -0.35, 1.33], [0.19, -1.33, -2.32], [1.17, -1.45, 0.98], [-1.97, 0.65, 1.61], [0.26, 2.61, -0.62], [-2.45, 0.65, -0.96], [1.16, -1.60, -1.31], [0.58, 2.22, 0.44], [-0.11, -0.17, 0.66], [-0.41, -1.72, -1.75], [-1.35, -2.36, -1.27], [1.92, -0.84, -0.67], [-1.94, -0.23, -1.73], [-0.25, 1.96, 0.93], [-0.45, -0.39, -1.44], [-0.49, 1.78, 1.07], [0.30, 0.95, -2.34], [1.91, 1.59, -0.03], [1.10, 0.11, -2.07], [-1.36, -1.78, 0.30], [1.86, -0.95, 1.41], [2.02, -0.34, 1.13], [-0.27, 0.23, 0.05], [0.19, -0.31, 1.70], [0.02, -0.90, 0.39], [-0.12, 1.19, -0.64], [-0.04, 0.94, -1.68], [0.03, -1.18, 2.04], [0.17, -0.08, -1.53], [0.15, -1.09, -0.32], [-0.05, 0.03, -0.16], [-0.11, -0.11, -0.09], [0.14, -0.06, -0.09], [0.04, 0.17, -0.24], [-0.10, 0.10, 0.16], [-0.03, 0.29, 0.36], [-1.25, -0.62, 0.63], [-0.40, -1.00, -0.30], [0.16, 1.46, 0.46], [1.32, 1.82, 0.07], [-1.80, -1.85, 0.06], [1.35, 0.22, -0.72], [0.00, -0.14, -0.18], [0.11, 0.13, -0.03], [-0.01, -0.05, -0.23], [0.14, -0.09, 0.01], [0.21, 0.18, 0.03], [-0.18, 0.07, 0.09], [-0.42, -0.16, -0.01], [-0.26, -0.02, 1.39], [0.76, 0.37, 0.39], [-0.73, -0.41, -0.50], [-0.98, -0.16, -2.63], [1.08, 0.16, 2.70], [0.32, 0.29, -1.00], [0.20, 0.06, 0.04], [-0.06, -0.05, -0.11], [0.21, -0.08, -0.06], [0.06, 0.11, -0.06], [-0.11, 0.02, -0.25], [-0.07, -0.16, 0.14], [0.24, -0.33, -0.22], [0.05, 0.80, -1.35], [-0.26, 1.04, -0.07], [0.34, -1.31, 0.14], [0.38, -1.38, 0.70], [-0.40, 1.79, -1.29], [-0.05, -0.46, 1.60], [-0.11, 0.17, 0.10], [-0.02, -0.15, 0.09], [-0.19, 0.04, 0.09], [0.09, 0.05, 0.14], [0.08, -0.23, 0.17], [-0.06, -0.07, -0.18], [-0.21, -0.11, 0.38], [0.98, 1.02, 0.89], [0.73, 0.84, -0.38], [-0.93, -1.14, 0.39], [-0.96, -0.80, 0.12], [1.43, 1.92, 0.49], [-0.98, -0.84, -1.35], [0.12, 0.07, -0.20], [-0.06, -0.18, -0.03], [0.12, -0.08, -0.16], [-0.10, 0.09, -0.11], [-0.22, -0.20, -0.02], [0.09, -0.06, 0.17], [-0.34, 0.10, 0.31], [-0.14, 1.42, -0.29], [0.49, 0.36, -0.83], [-0.36, 0.46, 1.02], [-0.77, -1.72, 1.61], [0.75, 2.25, -1.42], [0.18, -1.33, -0.11], [0.16, -0.04, -0.16], [0.00, -0.12, 0.11], [0.21, -0.07, -0.01], [-0.05, -0.10, -0.12], [-0.10, -0.24, 0.12], [0.00, 0.16, 0.12], [0.23, 0.37, -0.17], [0.80, -0.72, -0.94], [-0.27, -0.94, -0.20], [0.22, 1.08, 0.22], [-0.68, 2.03, 1.11], [0.76, -2.27, -1.22], [-0.96, 0.40, 0.77], [-0.10, -0.18, 0.07], [-0.02, 0.12, 0.11], [-0.03, -0.12, 0.19], [-0.15, 0.00, -0.04], [-0.10, 0.24, 0.10], [0.16, -0.03, -0.03]], "e_tot_ev": -131094.467, "total_charge": 1, "homo_ev": -10.62, "orbital_gap_ha": 0.3132, "lumo_energy_ev": -2.096}


(2)
{"formula": "C5H12NO", "method": "ωB97M-V/def2-TZVPD", "elements": ["C", "C", "C", "C", "O", "N", "C", "H", "H", "H", "H", "H", "H", "H", "H", "H", "H", "H", "H"], "coordinates": [[-2.012225, 0.778868, -1.056927], [-0.438786, 0.496132, -0.893098], [-0.055015, 0.219698, 0.632926], [-0.777753, -1.175425, 1.119550], [0.180881, -2.080449, 1.450791], [1.347515, -0.022158, 1.035796], [2.481558, 0.098312, 0.023681], [-2.069652, 1.333262, -2.001935], [-2.607101, -0.134986, -1.213138], [-2.196104, 1.386373, -0.190335], [-0.225907, -0.391827, -1.561063], [0.035700, 1.154141, -1.444324], [-0.592808, 1.121260, 1.215493], [-1.477560, -0.755682, 1.994010], [-1.425574, -1.508187, 0.200335], [1.364428, -1.083628, 1.231013], [2.181077, -0.114194, -1.037177], [3.313396, -0.428008, 0.293582], [2.973936, 1.106492, 0.200825]], "forces_ev_per_a": [[2.51, -0.50, -0.89], [-2.97, -5.17, 2.02], [-0.48, 0.62, -0.44], [0.02, 0.52, -0.03], [-1.68, -0.27, 0.01], [1.60, -0.10, -1.63], [-2.98, 3.45, 0.33], [-0.42, 0.29, 0.31], [0.17, 0.44, 0.75], [-1.11, 0.23, 0.23], [-0.18, 0.06, 1.07], [2.69, 4.25, -1.82], [1.46, -1.56, -0.94], [0.76, -1.27, -1.25], [0.47, 0.38, 1.47], [-1.09, 1.11, 0.29], [0.44, 0.40, 0.77], [1.71, -2.60, 0.85], [-0.94, -0.27, -1.12]], "e_tot_ev": -8914.696, "de_lowest_kcal_mol": 54.59, "total_charge": -1, "homo_ev": -2.86, "smiles": "CC[C@@H](C[O-])NC", "orbital_gap_ha": 0.2564, "lumo_energy_ev": 4.119}


(3)
{"formula": "C4H17N2O3", "method": "ωB97M-V/def2-TZVPD", "elements": ["C", "C", "C", "N", "C", "N", "H", "H", "H", "H", "H", "H", "H", "H", "H", "H", "H", "H", "H", "O", "H", "H", "O", "H", "H", "O"], "coordinates": [[0.758244, -1.240746, -2.553928], [0.714076, 0.273479, -2.809675], [0.229721, 1.269332, -1.767066], [-1.232904, -0.753891, 0.043139], [-1.730100, 0.138724, -0.827345], [-1.242950, 1.099046, -1.546758], [0.952187, -1.565174, -1.541518], [-0.274950, -1.693408, -2.716987], [1.391896, -1.776168, -3.311744], [0.035437, 0.312676, -3.653517], [1.739515, 0.584314, -3.036732], [0.318183, 2.338395, -2.055410], [0.724864, 1.147376, -0.808919], [-1.831595, -1.554954, 0.133951], [-0.233297, -0.935249, 0.007035], [-2.865465, 0.151083, -0.706668], [-1.837270, 1.774705, -1.997143], [-1.275698, 1.825080, 3.524072], [-1.465623, 0.264055, 3.913481], [-1.014373, 0.915627, 3.371868], [2.272043, -1.609065, 1.104962], [1.468634, -0.643477, 1.638118], [1.485329, -1.132313, 0.783204], [1.704254, -0.784028, 4.261363], [0.633813, 0.219825, 3.622529], [1.492807, -0.226534, 3.509644]], "forces_ev_per_a": [[-1.82, -1.21, -0.32], [0.69, -0.25, -0.21], [-0.94, 0.09, 0.16], [0.83, 1.13, -2.22], [-3.89, 0.06, 1.77], [1.90, -0.62, 0.52], [0.90, 0.09, 0.13], [0.98, 0.61, -0.05], [-0.36, 0.71, 0.94], [0.37, 0.79, -0.61], [-0.30, 0.12, -0.46], [0.33, -0.85, -0.12], [0.13, -0.05, 0.18], [-0.07, -0.20, 0.50], [0.29, -0.31, 0.53], [1.45, 0.02, -0.81], [-0.43, -0.26, 0.07], [-0.39, -0.17, 0.54], [-0.50, 0.59, 0.27], [0.69, -0.43, -0.74], [-0.09, -0.60, -1.19], [-0.95, 0.44, -0.14], [1.01, 0.21, 1.47], [-0.22, 0.11, 0.12], [0.22, -0.10, 0.26], [0.16, 0.06, -0.58]], "e_tot_ev": -13540.478, "de_lowest_kcal_mol": 14.55, "total_charge": 1, "homo_ev": -14.33, "orbital_gap_ha": 0.4227, "lumo_energy_ev": -2.826}


Question: Which formula does entry 2 have?
Answer: C5H12NO


Please write out number 2 again, unchanged.
{"formula": "C5H12NO", "method": "ωB97M-V/def2-TZVPD", "elements": ["C", "C", "C", "C", "O", "N", "C", "H", "H", "H", "H", "H", "H", "H", "H", "H", "H", "H", "H"], "coordinates": [[-2.012225, 0.778868, -1.056927], [-0.438786, 0.496132, -0.893098], [-0.055015, 0.219698, 0.632926], [-0.777753, -1.175425, 1.119550], [0.180881, -2.080449, 1.450791], [1.347515, -0.022158, 1.035796], [2.481558, 0.098312, 0.023681], [-2.069652, 1.333262, -2.001935], [-2.607101, -0.134986, -1.213138], [-2.196104, 1.386373, -0.190335], [-0.225907, -0.391827, -1.561063], [0.035700, 1.154141, -1.444324], [-0.592808, 1.121260, 1.215493], [-1.477560, -0.755682, 1.994010], [-1.425574, -1.508187, 0.200335], [1.364428, -1.083628, 1.231013], [2.181077, -0.114194, -1.037177], [3.313396, -0.428008, 0.293582], [2.973936, 1.106492, 0.200825]], "forces_ev_per_a": [[2.51, -0.50, -0.89], [-2.97, -5.17, 2.02], [-0.48, 0.62, -0.44], [0.02, 0.52, -0.03], [-1.68, -0.27, 0.01], [1.60, -0.10, -1.63], [-2.98, 3.45, 0.33], [-0.42, 0.29, 0.31], [0.17, 0.44, 0.75], [-1.11, 0.23, 0.23], [-0.18, 0.06, 1.07], [2.69, 4.25, -1.82], [1.46, -1.56, -0.94], [0.76, -1.27, -1.25], [0.47, 0.38, 1.47], [-1.09, 1.11, 0.29], [0.44, 0.40, 0.77], [1.71, -2.60, 0.85], [-0.94, -0.27, -1.12]], "e_tot_ev": -8914.696, "de_lowest_kcal_mol": 54.59, "total_charge": -1, "homo_ev": -2.86, "smiles": "CC[C@@H](C[O-])NC", "orbital_gap_ha": 0.2564, "lumo_energy_ev": 4.119}